# C2H3NOS

The molecule C2H3NOS in a non-equilibrium geometry (ωB97M-V/def2-TZVPD, OMol25).

Last columns: bonded neighbours and bond lengths (Å).
Cartesian coordinates (Å):
1 C 1.711 -0.376 -0.135  H3 0.978, H4 1.105, N6 1.316
2 C -1.633 0.357 0.163  H5 1.064, O7 1.382, S8 1.564
3 H 2.637 -0.066 -0.071  C1 0.978
4 H 1.390 -1.426 -0.009  C1 1.105
5 H -1.414 1.361 -0.112  C2 1.064
6 N 0.778 0.548 -0.058  C1 1.316, O7 1.436
7 O -0.384 -0.220 0.292  C2 1.382, N6 1.436
8 S -3.085 -0.177 -0.071  C2 1.564

Computed properties:
Total energy in eV: -16491.7824
Total charge: 0
Molar mass in u: 89.12
SMILES: C=NOC=S

How positive or negative is each atom? The Mulliken charges in e answer that: -0.2681, 0.0473, 0.3366, 0.2881, 0.3248, -0.3484, -0.1074, -0.2729

# C2H3NOS2

The molecule C2H3NOS2 in a non-equilibrium geometry (ωB97M-V/def2-TZVPD, OMol25).

Last columns: bonded neighbours and bond lengths (Å).
Cartesian coordinates (Å):
1 C 1.101 -0.768 -0.123  H4 1.116, N6 1.421, S9 1.606
2 C -1.336 -0.229 -0.181  H5 1.104, N6 1.453, O7 1.196
3 H 0.297 1.955 1.230  S8 1.343
4 H 0.610 -1.769 -0.181  C1 1.116
5 H -2.032 0.559 -0.518  C2 1.104
6 N 0.054 0.192 -0.141  C1 1.421, C2 1.453, S8 1.702
7 O -1.741 -1.324 0.078  C2 1.196
8 S 0.368 1.864 -0.107  H3 1.343, N6 1.702
9 S 2.680 -0.480 -0.057  C1 1.606

Computed properties:
Total energy in eV: -27329.6724
Total charge: 0
Molar mass in u: 121.19
SMILES: O=CN(S)C=S

How positive or negative is each atom? The Mulliken charges in e answer that: -0.0759, 0.1390, 0.1513, 0.2848, 0.3620, -0.0641, -0.4521, -0.0872, -0.2578

# C2H3NOS2

The molecule C2H3NOS2 in a non-equilibrium geometry (ωB97M-V/def2-TZVPD, OMol25).

Last columns: bonded neighbours and bond lengths (Å).
Cartesian coordinates (Å):
1 C -0.330 -0.620 0.065  C2 1.484, N3 1.290, H7 1.079
2 C -0.812 0.779 -0.053  C1 1.484, S5 1.835, H8 1.093, H9 1.092
3 N 0.916 -0.953 0.033  C1 1.290, O4 1.230, S6 1.798
4 O 1.403 -2.080 0.100  N3 1.230
5 S 0.575 1.970 0.108  C2 1.835, S6 2.242
6 S 2.120 0.368 -0.163  N3 1.798, S5 2.242
7 H -1.043 -1.423 0.172  C1 1.079
8 H -1.314 0.945 -1.009  C2 1.093
9 H -1.516 1.015 0.748  C2 1.092

Computed properties:
Total energy in eV: -27327.6377
Total charge: 0
Molar mass in u: 121.19
SMILES: [O-][N+]1=CCSS1

How positive or negative is each atom? The Mulliken charges in e answer that: -0.2442, -0.4704, 0.4817, -0.6556, -0.1246, -0.0010, 0.4225, 0.2927, 0.2990

# C2H3NOS2

The molecule C2H3NOS2 in a non-equilibrium geometry (ωB97M-V/def2-TZVPD, OMol25).

Last columns: bonded neighbours and bond lengths (Å).
Cartesian coordinates (Å):
1 C -0.038 0.444 0.001  C2 1.509, N6 1.366, O7 1.221
2 C -1.547 0.440 0.000  C1 1.509, H5 1.133, S9 1.649
3 H 2.590 0.383 0.009  S8 1.346
4 H -0.013 -1.608 0.016  N6 1.034
5 H -1.989 1.483 0.002  C2 1.133
6 N 0.590 -0.769 -0.013  C1 1.366, H4 1.034, S8 1.696
7 O 0.520 1.530 -0.008  C1 1.221
8 S 2.279 -0.926 -0.003  H3 1.346, N6 1.696
9 S -2.391 -0.977 -0.005  C2 1.649

Computed properties:
Total energy in eV: -27329.4928
Total charge: 0
Molar mass in u: 121.19
SMILES: O=C(C=S)NS

How positive or negative is each atom? The Mulliken charges in e answer that: 0.7042, -0.1883, 0.1713, 0.2283, 0.3059, -0.2173, -0.6035, -0.1419, -0.2587

# C2H3NOS2

The molecule C2H3NOS2 in a non-equilibrium geometry (ωB97M-V/def2-TZVPD, OMol25).

Last columns: bonded neighbours and bond lengths (Å).
Cartesian coordinates (Å):
1 C -0.187 -0.958 -0.026  C2 1.496, H4 1.088, N6 1.302
2 C -1.131 0.202 0.000  C1 1.496, O7 1.331, S9 1.631
3 H 3.194 -0.274 0.090  S8 1.338
4 H -0.615 -1.955 -0.108  C1 1.088
5 H -1.166 2.101 0.068  O7 0.977
6 N 1.114 -0.926 0.016  C1 1.302, S8 1.647
7 O -0.514 1.381 -0.030  C2 1.331, H5 0.977
8 S 2.056 0.425 -0.012  H3 1.338, N6 1.647
9 S -2.751 0.004 0.002  C2 1.631

Computed properties:
Total energy in eV: -27329.4230
Total charge: 0
Molar mass in u: 121.19
SMILES: OC(=S)/C=N\S

How positive or negative is each atom? The Mulliken charges in e answer that: -0.2536, 0.5780, 0.1541, 0.3733, 0.3331, -0.4027, -0.4380, -0.0517, -0.2924

# C2H3NOS3

The molecule C2H3NOS3 in a non-equilibrium geometry (ωB97M-V/def2-TZVPD, OMol25).

Last columns: bonded neighbours and bond lengths (Å).
Cartesian coordinates (Å):
1 C -0.123 -0.868 -0.549  C2 1.481, N6 1.410, O7 1.308
2 C 0.753 0.244 -0.115  C1 1.481, S9 1.819, S10 1.690
3 H -3.145 0.942 -0.352  S8 1.468
4 H -1.990 -1.768 -0.679  N6 1.074
5 H 2.404 0.837 1.195  S9 1.378
6 N -1.524 -0.843 -0.395  C1 1.410, H4 1.074, S8 1.734
7 O 0.548 -1.942 -0.880  C1 1.308
8 S -2.449 0.160 0.676  H3 1.468, N6 1.734
9 S 2.198 -0.449 0.744  C2 1.819, H5 1.378
10 S 0.579 1.863 -0.568  C2 1.690

Computed properties:
Total energy in eV: -38164.1076
Total charge: 0
Molar mass in u: 153.25
SMILES: O=C(NS)C(=S)S

How positive or negative is each atom? The Mulliken charges in e answer that: 0.5117, 0.0627, 0.1800, 0.3171, 0.1511, -0.2859, -0.5873, -0.1233, -0.1071, -0.1188

# C2H3NP2

The molecule C2H3NP2 in a non-equilibrium geometry (ωB97M-V/def2-TZVPD, OMol25).

Last columns: bonded neighbours and bond lengths (Å).
Cartesian coordinates (Å):
1 C -1.112 0.168 -0.107  N3 1.470, P5 1.855, H6 1.021
2 C 0.765 -1.160 -0.181  N3 1.286, P4 1.816, H7 1.015
3 N -0.521 -1.178 -0.138  C1 1.470, C2 1.286
4 P 1.790 0.317 0.074  C2 1.816, P5 2.118
5 P 0.117 1.526 -0.402  C1 1.855, P4 2.118, H8 1.366
6 H -2.082 0.369 0.145  C1 1.021
7 H 1.080 -2.123 -0.227  C2 1.015
8 H -0.038 2.081 0.836  P5 1.366

Computed properties:
Total energy in eV: -22187.3176
Total charge: 0
Molar mass in u: 103.00
SMILES: C1=NC=P#[PH]1

How positive or negative is each atom? The Mulliken charges in e answer that: -0.2103, -0.1651, -0.4978, -0.0731, -0.0528, 0.4673, 0.4524, 0.0794

# C2H3NS

A cluster of 2 separate species, C2H3NS in total in a non-equilibrium geometry (ωB97M-V/def2-TZVPD, OMol25).

Last columns: bonded neighbours and bond lengths (Å).
Cartesian coordinates (Å):
1 C 1.168 1.139 -0.284  C2 1.204, H5 1.058
2 C 0.304 1.912 -0.608  C1 1.204, H6 1.043
3 N -1.102 -1.544 0.835  S4 1.514, H7 1.039
4 S -0.275 -2.772 1.151  N3 1.514
5 H 1.875 0.354 -0.248  C1 1.058
6 H -0.674 2.269 -0.677  C2 1.043
7 H -1.297 -1.358 -0.169  N3 1.039

Computed properties:
Total energy in eV: -14443.4120
Total charge: 0
Molar mass in u: 73.12
SMILES: C#C.N=S

How positive or negative is each atom? The Mulliken charges in e answer that: -0.3914, -0.3016, -0.2873, 0.0213, 0.3637, 0.3316, 0.2637

Please write out number 4 again, unchanged.
# C2H3NOS2

The molecule C2H3NOS2 in a non-equilibrium geometry (ωB97M-V/def2-TZVPD, OMol25).

Last columns: bonded neighbours and bond lengths (Å).
Cartesian coordinates (Å):
1 C -0.038 0.444 0.001  C2 1.509, N6 1.366, O7 1.221
2 C -1.547 0.440 0.000  C1 1.509, H5 1.133, S9 1.649
3 H 2.590 0.383 0.009  S8 1.346
4 H -0.013 -1.608 0.016  N6 1.034
5 H -1.989 1.483 0.002  C2 1.133
6 N 0.590 -0.769 -0.013  C1 1.366, H4 1.034, S8 1.696
7 O 0.520 1.530 -0.008  C1 1.221
8 S 2.279 -0.926 -0.003  H3 1.346, N6 1.696
9 S -2.391 -0.977 -0.005  C2 1.649

Computed properties:
Total energy in eV: -27329.4928
Total charge: 0
Molar mass in u: 121.19
SMILES: O=C(C=S)NS

How positive or negative is each atom? The Mulliken charges in e answer that: 0.7042, -0.1883, 0.1713, 0.2283, 0.3059, -0.2173, -0.6035, -0.1419, -0.2587

Q: Look up the total energy of the second one.
A: -27329.6724 eV

What did the seventh record say?
# C2H3NP2

The molecule C2H3NP2 in a non-equilibrium geometry (ωB97M-V/def2-TZVPD, OMol25).

Last columns: bonded neighbours and bond lengths (Å).
Cartesian coordinates (Å):
1 C -1.112 0.168 -0.107  N3 1.470, P5 1.855, H6 1.021
2 C 0.765 -1.160 -0.181  N3 1.286, P4 1.816, H7 1.015
3 N -0.521 -1.178 -0.138  C1 1.470, C2 1.286
4 P 1.790 0.317 0.074  C2 1.816, P5 2.118
5 P 0.117 1.526 -0.402  C1 1.855, P4 2.118, H8 1.366
6 H -2.082 0.369 0.145  C1 1.021
7 H 1.080 -2.123 -0.227  C2 1.015
8 H -0.038 2.081 0.836  P5 1.366

Computed properties:
Total energy in eV: -22187.3176
Total charge: 0
Molar mass in u: 103.00
SMILES: C1=NC=P#[PH]1

How positive or negative is each atom? The Mulliken charges in e answer that: -0.2103, -0.1651, -0.4978, -0.0731, -0.0528, 0.4673, 0.4524, 0.0794

Q: The lowest total energy belongs to which entry?
A: C2H3NOS3